1.
Molecular formula: C5H5NO
Method: DFT, ωB97M-V/def2-TZVPD

Its net charge is 0. The gap between HOMO and LUMO is 11.802 eV. For the relative energy (zero: lowest compared OMol25 entry of this formula, charge and spin), the calculation gives 29.9 kcal per mole. As for the energy: -323.4720 Eh. The value obtained for the LUMO energy is 1.0 eV.

Positions of all 12 atoms, in Å:
O  -2.1238  -3.1346  0.3313
C  -1.2728  -2.4870  0.7091
C  -0.2736  0.9158  0.6755
C  1.1941  0.7243  0.4868
C  0.2899  0.7924  -0.7223
C  0.0370  -0.4114  -1.4803
N  -0.1645  -1.3826  -2.0782
H  -0.8407  0.0732  1.0574
H  -0.6432  1.8941  0.9640
H  1.6109  -0.2455  0.7390
H  1.8596  1.5671  0.6433
H  0.3273  1.6943  -1.3254

2.
Molecular formula: C3H7NO
Method: DFT, ωB97M-V/def2-TZVPD

Its net charge is 0. As for the structure (SMILES): CC=O.C=N. The gap between HOMO and LUMO is 10.691 eV. For the relative energy (zero: lowest compared OMol25 entry of this formula, charge and spin), the calculation gives 63.6 kcal per mole. As for the energy: -248.4252 Eh. The value obtained for the LUMO energy is 0.9 eV.

Positions of all 12 atoms, in Å:
C  0.3835  -1.8908  0.3935
C  0.8366  -1.5691  -1.0223
O  2.0074  -1.6943  -1.2728
H  0.2574  -2.9858  0.4466
H  -0.3398  -1.2582  0.9562
H  1.2641  -1.7364  1.0187
H  0.1338  -1.7570  -1.8912
C  -1.4791  2.6911  1.4304
N  -1.5639  2.5608  0.1601
H  -0.5985  2.3804  1.9897
H  -2.4092  2.9890  1.9399
H  -2.5236  2.8392  -0.0510

3.
Molecular formula: Cl2H2NO3P
Method: DFT, ωB97M-V/def2-TZVPD

Its net charge is 0. The gap between HOMO and LUMO is 8.228 eV. For the relative energy (zero: lowest compared OMol25 entry of this formula, charge and spin), the calculation gives 40.5 kcal per mole. As for the energy: -1543.3110 Eh. The value obtained for the LUMO energy is -2.4 eV.

Positions of all 9 atoms, in Å:
N  0.3525  -1.4900  0.4881
O  -0.9304  -0.3507  -1.5183
O  -4.9494  0.9088  -0.1377
O  -1.8258  -2.4802  -0.2357
P  -1.0285  -1.3237  -0.4128
Cl  -3.7626  0.0424  -0.3459
Cl  -2.2350  0.0952  1.0569
H  1.1917  -0.8957  0.4872
H  0.2497  -2.3057  1.1308

4.
Molecular formula: C10H13O2
Method: DFT, ωB97M-V/def2-TZVPD

Its net charge is -1. The gap between HOMO and LUMO is 6.669 eV. For the relative energy (zero: lowest compared OMol25 entry of this formula, charge and spin), the calculation gives 17.7 kcal per mole. As for the energy: -539.3638 Eh. The value obtained for the LUMO energy is 2.9 eV.

Positions of all 25 atoms, in Å:
C  2.6534  -1.4984  -1.4920
C  2.8997  -0.0011  -1.5871
C  1.6998  -1.9221  -2.6825
O  1.7723  -1.2549  -3.7358
O  1.0041  -2.9359  -2.4365
H  3.4702  -2.2143  -1.4685
H  2.1202  -1.5801  -0.5435
H  3.6070  0.3923  -0.8481
H  1.9771  0.5829  -1.5081
H  3.2392  0.1948  -2.6112
C  0.5188  1.2039  2.9384
C  -2.4576  -0.0201  0.9246
C  -3.3225  1.0515  0.9662
C  -1.2012  0.0003  1.5078
C  -0.7844  1.1632  2.1920
C  -2.9090  2.1894  1.6107
C  -1.6651  2.2350  2.2820
H  -2.6805  -0.9054  0.3212
H  -4.2721  0.9852  0.4528
H  -0.5190  -0.8355  1.5044
H  -3.4010  3.1557  1.6945
H  0.1881  1.1209  3.9638
H  1.0196  2.1876  2.9202
H  -1.4664  3.1147  2.8846
H  1.2697  0.5580  2.5174

5.
Molecular formula: C7H7N
Method: DFT, ωB97M-V/def2-TZVPD

Its net charge is 0. As for the structure (SMILES): c1ccncc1.C#C. The gap between HOMO and LUMO is 10.493 eV. For the relative energy (zero: lowest compared OMol25 entry of this formula, charge and spin), the calculation gives 70.6 kcal per mole. As for the energy: -325.5462 Eh. The value obtained for the LUMO energy is 1.0 eV.

Positions of all 15 atoms, in Å:
C  1.0446  -0.8629  0.3510
C  1.9330  -0.1149  1.0646
C  2.0749  1.1847  0.8181
N  1.3710  1.7663  -0.1572
C  0.3712  1.0791  -0.6523
C  0.1665  -0.2874  -0.5997
H  1.1843  -1.9462  0.3744
H  2.3632  -0.5476  1.9974
H  2.6212  1.9283  1.3974
H  -0.2567  1.7640  -1.3359
H  -0.6303  -0.6669  -1.1101
C  -2.9459  -1.0793  -1.0669
C  -2.8870  -0.5338  -0.0156
H  -3.1557  -1.4274  -2.1275
H  -3.2544  -0.2563  1.0623

6.
Molecular formula: C32H61BeF3N7O7S5
Method: DFT, ωB97M-V/def2-TZVPD

Its net charge is +1. The gap between HOMO and LUMO is 2.523 eV. As for the energy: -4470.5732 Eh. The value obtained for the LUMO energy is -7.3 eV.

Positions of all 116 atoms, in Å:
Be  -9.6491  -12.1244  -3.5412
C  -9.3140  -8.5966  -3.6480
O  -10.6298  -8.0953  -3.5771
O  -9.3521  -9.8992  -4.0316
C  -8.4532  -7.6485  -4.4982
F  -8.6004  -6.3554  -4.1657
F  -7.1454  -7.9425  -4.3731
F  -8.7511  -7.7455  -5.7953
C  -10.9053  -7.2176  -2.4824
C  -12.2731  -6.6588  -2.7436
H  -12.4831  -6.4038  -3.7834
H  -13.0921  -7.2776  -2.3799
H  -12.3667  -5.6950  -2.2415
H  -10.1543  -6.4271  -2.4333
H  -10.9293  -7.6490  -1.4717
H  -8.8846  -8.5895  -2.6323
C  -15.4950  -5.3630  -4.6026
S  -16.1066  -4.9757  -2.9340
O  -15.0281  -5.4449  -2.0020
C  -17.4710  -6.2116  -2.9965
H  -14.5758  -4.7935  -4.7681
H  -16.1323  -4.8688  -5.3406
H  -15.3236  -6.4092  -4.8388
H  -17.7755  -6.3983  -1.9662
H  -16.9447  -7.1340  -3.2597
H  -18.2956  -6.0663  -3.6866
C  -5.9753  -10.4875  -2.8132
S  -5.8569  -12.2313  -3.3347
O  -7.3135  -12.6147  -3.5374
C  -5.4496  -12.8584  -1.6713
H  -6.7587  -10.4187  -2.0618
H  -6.1433  -9.8450  -3.6733
H  -5.0401  -10.1721  -2.3483
H  -4.6477  -12.2315  -1.2884
H  -5.1607  -13.8986  -1.8090
H  -6.3267  -12.8369  -1.0290
C  -10.6634  -4.4999  -6.5050
S  -11.3553  -2.9494  -5.8381
O  -12.8350  -2.9778  -6.0276
C  -11.0397  -3.3164  -4.0601
H  -10.7940  -4.5325  -7.5816
H  -11.2066  -5.2994  -5.9964
H  -9.6256  -4.5656  -6.1756
H  -11.5887  -2.5913  -3.4639
H  -10.0225  -2.9496  -3.9022
H  -11.2235  -4.3571  -3.8134
C  -10.6447  -5.2472  0.7447
S  -9.9939  -3.8161  -0.2233
O  -9.3361  -4.4117  -1.4408
C  -11.6347  -3.2003  -0.7690
H  -9.9646  -5.4801  1.5601
H  -10.9017  -6.0497  0.0584
H  -11.5654  -4.9494  1.2502
H  -12.2462  -2.8590  0.0621
H  -12.1136  -4.0039  -1.3205
H  -11.2874  -2.3884  -1.4035
C  -9.8865  -12.0656  1.1852
S  -8.6372  -11.4648  0.0406
O  -8.9892  -11.9573  -1.3507
C  -9.0341  -9.7229  0.0324
H  -10.9201  -11.8558  0.9046
H  -9.7795  -11.6585  2.1918
H  -9.7829  -13.1480  1.2569
H  -8.7237  -9.2966  -0.9194
H  -8.5472  -9.2496  0.8820
H  -10.1231  -9.6546  0.0303
C  -4.3986  -6.0769  -3.7497
C  -3.9817  -7.2176  -4.5623
N  -3.7154  -8.1537  -5.1696
H  -3.8636  -6.1524  -2.8017
H  -5.4595  -6.1253  -3.5168
H  -4.1656  -5.1175  -4.2061
C  -5.7472  -8.8931  -7.5252
C  -6.4531  -9.3710  -8.6955
N  -7.0379  -9.8003  -9.5852
H  -6.4317  -8.7411  -6.6901
H  -5.1152  -8.0272  -7.6962
H  -5.1291  -9.6947  -7.1148
C  -12.6231  -9.6565  -5.7575
C  -13.0057  -8.2954  -6.0681
N  -13.3324  -7.2323  -6.3463
H  -13.0452  -10.2981  -6.5333
H  -13.0712  -10.0270  -4.8340
H  -11.5470  -9.7871  -5.6534
C  -15.4463  -7.6490  0.3417
C  -14.2766  -7.8818  1.1882
N  -13.3204  -8.0946  1.7863
H  -16.1996  -7.1943  0.9804
H  -15.8199  -8.5920  -0.0620
H  -15.1358  -7.1149  -0.5571
C  -9.4776  -7.2936  -9.2522
C  -10.1383  -8.1735  -10.1991
N  -10.6965  -8.9330  -10.8533
H  -9.5676  -7.5066  -8.1880
H  -9.9103  -6.3086  -9.4400
H  -8.3976  -7.2205  -9.3764
N  -6.8910  -7.2620  1.3626
C  -7.4002  -6.6044  0.2775
C  -6.5694  -6.7703  -0.7889
C  -5.4570  -7.5141  -0.2995
C  -5.7147  -7.8813  0.9988
H  -7.2812  -7.3178  2.2864
H  -8.3068  -6.0431  0.4202
H  -6.7820  -6.4333  -1.7893
H  -4.7002  -7.9748  -0.9176
H  -5.1238  -8.4152  1.7239
N  -7.5658  -3.2798  -3.3734
C  -7.0625  -3.2020  -4.6504
C  -6.3830  -1.9970  -4.6927
C  -6.5263  -1.3369  -3.4522
C  -7.2613  -2.1724  -2.6510
H  -8.1225  -4.0092  -2.9536
H  -7.2008  -4.0673  -5.2772
H  -5.8893  -1.6715  -5.5955
H  -6.0264  -0.3999  -3.2714
H  -7.6381  -2.1510  -1.6413